Density functional theory data (ωB97M-V/def2-TZVPD) for the molecule C5H13NO in a non-equilibrium geometry.

Cartesian coordinates (Å):
C 0.01556 0.09680 -0.24482
H 2.12226 1.37504 -1.13157
H -2.12409 0.48820 -0.28666
H -1.59521 -0.16361 1.19035
C 0.82354 -1.53672 1.50198
H 0.59217 -2.25004 0.70780
N 0.01121 1.41625 -0.82836
H 0.35190 -0.65250 -0.96776
H -0.53720 2.07711 -0.30436
C 0.97112 -0.10359 0.97717
H 0.04965 -1.62382 2.25313
H 1.16804 2.12241 -2.40941
H 1.79530 -1.93090 1.81396
C -1.44271 -0.27163 0.11013
H 2.00745 0.12687 0.71637
H 1.45074 2.97235 -0.88392
C 1.24393 1.99602 -1.32652
H -1.76903 -1.74086 -1.14844
H 0.80784 0.63447 1.76865
O -1.82682 -1.58073 -0.21575

LUMO energy = 1.0597 eV
frontier orbital gap = 9.505 eV
structure (SMILES) = CC[C@@H](CO)NC

Density functional theory data (ωB97M-V/def2-TZVPD) for a cluster of 2 separate species, C5H13NO in total in a non-equilibrium geometry.

Cartesian coordinates (Å):
H -0.97259 -1.16713 -1.20423
H -1.60340 -0.39609 0.92336
N 0.99888 1.30262 -0.43304
H -1.06674 1.53792 0.53782
C -0.02586 0.99877 0.76008
H -0.05574 -1.00114 1.55914
H 0.58711 -1.96809 -0.28486
O -3.03541 -2.09666 0.30346
H 0.55119 1.38259 1.62896
C 0.00544 -1.00346 -0.64233
H -3.23812 -1.80782 1.17468
H 3.09083 1.53196 -0.50264
H 2.29717 2.53770 0.84588
H -3.41433 -1.22378 0.00483
H 2.63097 0.75273 0.98074
C 2.37226 1.45306 0.27274
H 1.74502 -0.14811 -1.91169
H 0.17899 0.30119 -2.22302
C -0.44885 -0.39691 0.74782
C 0.85715 0.16906 -1.29254

LUMO energy = 0.6120 eV
frontier orbital gap = 9.139 eV
structure (SMILES) = CN1CCCC1.O

Density functional theory data (ωB97M-V/def2-TZVPD) for a cluster of 2 separate species, C5H13NO in total in a non-equilibrium geometry.

Cartesian coordinates (Å):
N -1.65974 -0.20355 0.76141
C 0.86177 -0.65379 -1.37200
H 1.19180 1.70968 0.92802
C 0.80982 1.80372 -1.68367
H -1.57592 -1.08936 1.23150
H 0.87471 -0.79522 -2.44534
H 0.20388 1.69623 -2.58519
H 1.82681 1.99724 -2.04014
C -0.80664 0.90209 1.07386
H 0.88173 -1.52779 -0.74426
H -1.78943 -0.31997 -0.23192
H -1.13762 1.80053 0.56637
C 0.70990 0.77910 0.63981
H -0.28660 -3.38573 0.82517
H -0.84661 1.04606 2.14628
O -1.01152 -3.28515 1.44895
H 1.16731 -0.00857 1.20069
C 0.79655 0.55316 -0.83405
H -0.67784 -3.70347 2.25940
H 0.46763 2.68478 -1.14488

LUMO energy = 0.6827 eV
frontier orbital gap = 9.148 eV
structure (SMILES) = C=C(C)CCN.O

Density functional theory data (ωB97M-V/def2-TZVPD) for a cluster of 2 separate species, C5H13NO in total in a non-equilibrium geometry.

Cartesian coordinates (Å):
H -3.69342 1.56390 -1.48354
H 3.03264 -0.34209 -1.12001
H 1.57205 1.48330 1.41089
C -1.79648 0.50787 -1.31031
H 1.33661 -1.27165 2.40877
C 0.90537 0.60528 1.36523
H 2.24202 -1.60081 -1.73445
H 2.90950 -0.43697 1.93888
O 1.02572 -2.43430 0.20073
H 0.18538 0.79635 2.13979
C 1.85124 -0.65687 1.57621
H 0.41511 0.56401 0.38583
H -1.38824 -0.49813 -1.01745
H -0.97626 1.04049 -0.86591
N 2.35514 -0.94027 -0.89659
H -3.80796 0.17044 -0.54852
C 1.70076 -1.43333 0.28514
H -1.53032 0.54748 -2.34908
H -3.16196 1.36714 0.33089
C -3.17691 0.96818 -0.71651

LUMO energy = 0.9283 eV
frontier orbital gap = 10.846 eV
structure (SMILES) = CCC(N)=O.CC

Density functional theory data (ωB97M-V/def2-TZVPD) for a cluster of 2 separate species, C5H13NO in total in a non-equilibrium geometry.

Cartesian coordinates (Å):
H -2.68257 -1.18251 0.61992
C 0.89112 2.29861 -1.70438
H -0.11457 -2.14603 1.67173
C -1.62964 -0.92306 0.76185
H -1.13462 1.31430 -1.84683
H 0.85500 2.55963 -2.76604
H -0.36011 -1.97866 -0.63241
H -1.54517 -0.89628 -1.38837
H 0.51293 3.18487 -1.18117
H 1.99030 0.16094 2.46012
H 2.50878 -0.69104 1.31347
C -0.85843 -1.02279 -0.55625
C 0.17630 0.09019 -0.79193
O 2.72707 0.07719 1.84777
H 1.87548 1.95596 -1.41125
N -1.03683 -1.74982 1.78354
H 1.12562 -0.10342 -0.30484
C -0.13409 1.20243 -1.44861
H -1.66055 0.09114 1.06205
H -1.50604 -2.24165 2.51163

LUMO energy = 0.9113 eV
frontier orbital gap = 9.696 eV
structure (SMILES) = C/C=C/CCN.O

Density functional theory data (ωB97M-V/def2-TZVPD) for a cluster of 2 separate species, C5H13NO2 in total.

Cartesian coordinates (Å):
H 2.09083 -0.78930 3.13126
C -1.85527 0.51119 -1.13772
O -2.53679 0.26148 -2.11439
H 1.06826 1.42850 0.73336
C 1.98909 -1.21772 -0.29239
C 1.90484 -0.43111 0.99293
H 2.59522 -2.15060 2.08933
C 1.87909 -1.33232 2.20690
N 0.72314 0.47805 0.98666
H -2.93650 1.89584 0.05964
H 1.95349 -0.54125 -1.14822
H 0.88582 -1.77350 2.33516
H -1.98324 2.67102 -1.20052
H 2.79736 0.21043 1.03477
H -1.20189 2.07965 0.27747
H 0.40161 0.60134 1.95296
H 1.19590 -1.96368 -0.40290
H -0.25293 0.05457 0.08946
C -1.98000 1.87224 -0.45663
O -1.02527 -0.34575 -0.62126
H 2.95559 -1.72979 -0.33512

multiplicity = 2
LUMO energy (spin up / spin down) = 4.0175 / 3.7716 eV
charge = -1
frontier orbital gap (spin up / spin down) = 3.378 / 9.887 eV

For each record above, in turn, the calculated relative energy (zero: lowest compared OMol25 entry of this formula, charge and spin) values are 1.4693; 3.6605; 1.2824; 1.6782; 1.7707; 0.3163 eV.
For each record above, in turn, the calculated calculated total energy values are -8932.542; -8930.350; -8932.728; -8932.333; -8932.240; -10980.618 eV.